[1]
C4H5NO | ωB97M-V/def2-TZVPD

CARTESIAN COORDINATES (ANGSTROEM)
1 C 1.59 -2.09 0.05
2 C 1.15 -0.98 -0.10
3 C 0.54 0.35 -0.16
4 N -0.47 0.44 0.89
5 C -1.61 1.15 0.73
6 O -1.83 1.89 -0.21
7 H 1.97 -3.08 0.18
8 H 0.06 0.53 -1.13
9 H 1.31 1.12 -0.04
10 H -0.42 -0.24 1.63
11 H -2.32 0.97 1.55

The lowest unoccupied orbital energy is 0.843 eV. As for the SMILES: C#CCNC=O. The gap between HOMO and LUMO comes out at 10.87 eV. Its multiplicity is 1. The charge is 0. The calculation puts the HOMO energy at -10.0 eV.


[2]
C33H32CoN4S | ωB97M-V/def2-TZVPD

CARTESIAN COORDINATES (ANGSTROEM)
1 Co -1.77 -0.93 -1.36
2 C 2.59 2.31 1.89
3 C 3.42 1.25 1.29
4 C 3.95 1.76 0.07
5 C 3.39 3.04 -0.18
6 C 2.53 3.35 0.95
7 C 1.77 4.68 1.11
8 C 3.38 3.77 -1.48
9 C 4.96 1.08 -0.75
10 C 3.58 -0.10 1.85
11 C 1.94 2.18 3.16
12 H 2.32 5.33 1.85
13 H 0.73 4.47 1.54
14 H 1.61 5.23 0.20
15 H 3.29 4.86 -1.30
16 H 2.59 3.53 -2.19
17 H 4.30 3.50 -1.98
18 H 5.09 1.72 -1.63
19 H 4.70 0.05 -0.94
20 H 5.98 1.02 -0.20
21 H 4.00 -0.80 1.13
22 H 2.67 -0.59 2.19
23 H 4.33 -0.11 2.67
24 H 2.10 1.16 3.51
25 H 0.81 2.33 3.10
26 H 2.34 2.84 3.94
27 N -4.74 1.46 -1.91
28 C -3.92 2.52 -1.60
29 C -3.85 3.83 -2.15
30 C -2.70 4.55 -1.74
31 C -1.73 4.06 -0.85
32 C -1.86 2.80 -0.30
33 C -2.89 1.98 -0.78
34 N -3.07 0.57 -0.74
35 C -4.22 0.31 -1.45
36 C -4.62 -1.02 -1.74
37 C -5.85 -1.36 -2.22
38 S -5.76 -3.02 -2.80
39 C -4.15 -3.15 -2.21
40 N -3.67 -2.04 -1.75
41 H -5.60 1.54 -2.50
42 H -4.52 4.23 -2.96
43 H -2.66 5.57 -2.07
44 H -0.90 4.72 -0.58
45 H -1.15 2.37 0.42
46 H -6.80 -0.78 -2.20
47 H -3.59 -4.10 -2.22
48 N -0.26 -1.71 -0.99
49 C -0.03 -2.51 -0.02
50 C 1.16 -3.42 -0.21
51 C 1.85 -3.43 -1.45
52 C 2.99 -4.16 -1.65
53 C 3.49 -4.98 -0.61
54 C 2.82 -4.92 0.62
55 C 1.67 -4.20 0.83
56 C -1.00 -2.66 1.05
57 C -1.60 -1.51 1.64
58 C -2.64 -1.60 2.51
59 C -3.19 -2.87 2.77
60 C -2.65 -4.00 2.17
61 C -1.60 -3.89 1.26
62 H 1.49 -2.77 -2.27
63 H 3.40 -4.18 -2.65
64 H 4.36 -5.60 -0.80
65 H 3.24 -5.54 1.42
66 H 1.12 -4.22 1.78
67 H -1.29 -0.48 1.38
68 H -3.10 -0.65 2.82
69 H -4.13 -2.98 3.31
70 H -3.21 -4.90 2.34
71 H -1.22 -4.77 0.72

The lowest unoccupied orbital energy (alpha / beta) is -0.537 / -0.558 eV. The gap between HOMO and LUMO (alpha / beta) comes out at 5.65 / 5.57 eV. Its expectation value of S² is 3.803. Its multiplicity is 4. The charge is 0. The calculation puts the HOMO energy (alpha / beta) at -6.2 / -6.1 eV.


[3]
C4H5FS2 | ωB97M-V/def2-TZVPD

CARTESIAN COORDINATES (ANGSTROEM)
1 C -2.74 0.40 -0.02
2 S -1.66 -0.99 -0.03
3 C -0.09 -0.12 -0.11
4 S 0.06 1.51 0.05
5 C 1.04 -1.10 0.05
6 C 2.33 -0.74 0.09
7 F 3.09 0.32 -0.10
8 H -2.73 1.27 -0.74
9 H -2.85 0.73 1.00
10 H -3.77 -0.01 -0.08
11 H 1.04 -2.17 0.15
12 H 2.80 -1.79 0.11

The lowest unoccupied orbital energy is -0.581 eV. As for the SMILES: CSC(=S)/C=C\F. The gap between HOMO and LUMO comes out at 8.10 eV. Its multiplicity is 1. The charge is 0. The calculation puts the HOMO energy at -8.7 eV.


[4]
H26O13 | ωB97M-V/def2-TZVPD

CARTESIAN COORDINATES (ANGSTROEM)
1 H 0.10 0.07 0.92
2 H 1.60 -0.11 0.72
3 H -2.31 0.51 1.69
4 H -3.03 0.15 0.40
5 H 0.68 4.20 0.15
6 H 0.34 5.18 -0.96
7 H -0.80 1.51 -0.06
8 H -2.04 2.20 -0.58
9 H 2.25 -1.66 -0.72
10 H 1.13 -2.68 -0.66
11 H -0.28 0.24 -2.11
12 H -0.59 -0.50 -3.41
13 H -3.44 -0.90 -2.39
14 H -2.09 -1.60 -2.37
15 H -3.72 2.82 1.76
16 H -2.42 2.96 0.98
17 H 3.78 -1.68 3.53
18 H 3.30 -2.91 2.79
19 H -0.12 -4.88 -2.05
20 H -0.58 -3.45 -1.87
21 H -2.77 -2.12 1.67
22 H -4.25 -2.20 1.97
23 H 2.19 1.96 1.19
24 H 1.43 1.86 2.51
25 H 5.94 0.65 -2.22
26 H 5.03 0.56 -1.01
27 O 0.75 -0.45 0.43
28 O -2.24 -0.05 0.91
29 O 0.72 4.31 -0.81
30 O -1.08 2.25 -0.61
31 O 1.58 -2.07 -1.27
32 O -1.00 -0.17 -2.60
33 O -2.49 -0.73 -2.37
34 O -2.95 3.40 1.65
35 O 3.10 -2.36 3.55
36 O -0.09 -4.15 -1.43
37 O -3.42 -2.67 2.11
38 O 2.08 1.40 1.97
39 O 5.70 1.12 -1.41

The lowest unoccupied orbital energy is -0.369 eV. The gap between HOMO and LUMO comes out at 7.93 eV. Its multiplicity is 1. The charge is 0. The calculation puts the HOMO energy at -8.3 eV.


Computed maximum force (eV/Å) in order:
0.610; 4.811; 4.193; 13.698
Computed ΔE to the lowest compared entry with this formula, charge and spin (kcal per mole) in order:
39.88; 0.00; 30.93; 188.96